1.
The following is a DFT calculation (wB97M-V/def2-TZVPD) of a 9-piece molecular cluster, C36H99N9O9 overall in a non-equilibrium geometry.

Calculated values
energy = -70770.9894 eV
F_max = 2.03 eV Å⁻¹
SMILES string = COC[C@H](C)N.COC[C@H](C)N.COC[C@H](C)N.COC[C@H](C)N.COC[C@H](C)N.COC[C@H](C)N.COC[C@H](C)N.COC[C@H](C)N.COC[C@H](C)N
spin multiplicity = 1
HOMO energy = -8.8 eV
relative energy (zero: lowest compared OMol25 entry of this formula, charge and spin) = 1.320 eV

Each line ends with the Löwdin charge.
Positions of all 153 atoms, in Å:
C: 10.97 28.26 -24.80  -0.05
C: 10.34 28.44 -23.43  -0.42
C: 10.13 29.94 -23.18  -0.22
O: 11.28 30.72 -23.41  -0.19
C: 12.30 30.54 -22.45  -0.11
N: 9.00 27.85 -23.41  0.06
H: 10.42 28.72 -25.63  0.08
H: 11.05 27.20 -25.08  0.05
H: 12.01 28.59 -24.83  0.08
H: 11.04 28.09 -22.67  0.12
H: 9.73 30.11 -22.17  0.13
H: 9.40 30.31 -23.90  0.13
H: 12.89 31.46 -22.46  0.09
H: 12.94 29.68 -22.67  0.08
H: 11.87 30.39 -21.45  0.09
H: 9.02 26.93 -23.82  0.06
H: 8.36 28.43 -23.93  0.05
C: 15.73 26.49 -25.18  -0.06
C: 15.06 25.17 -24.86  -0.43
C: 14.89 25.00 -23.35  -0.21
O: 16.09 25.15 -22.60  -0.19
C: 16.89 23.99 -22.57  -0.11
N: 13.73 25.08 -25.48  0.05
H: 15.45 27.33 -24.55  0.08
H: 15.69 26.75 -26.24  0.08
H: 16.81 26.36 -25.06  0.08
H: 15.65 24.34 -25.24  0.13
H: 14.46 24.02 -23.12  0.12
H: 14.21 25.75 -22.95  0.13
H: 17.93 24.31 -22.41  0.09
H: 16.92 23.50 -23.55  0.08
H: 16.60 23.33 -21.76  0.09
H: 13.43 24.11 -25.50  0.05
H: 12.99 25.54 -24.97  0.03
C: 8.75 24.37 -19.22  -0.08
C: 8.77 25.77 -19.74  -0.44
C: 10.20 26.33 -19.76  -0.20
O: 10.49 26.86 -18.47  -0.19
C: 11.86 27.13 -18.29  -0.12
N: 8.16 25.83 -21.07  0.04
H: 7.73 24.06 -18.98  0.08
H: 9.33 24.22 -18.30  0.09
H: 9.02 23.66 -20.00  0.05
H: 8.23 26.45 -19.08  0.14
H: 10.27 27.17 -20.46  0.11
H: 10.91 25.54 -20.04  0.13
H: 12.28 27.67 -19.16  0.08
H: 12.42 26.20 -18.13  0.09
H: 11.98 27.79 -17.43  0.09
H: 8.74 25.37 -21.78  0.02
H: 8.20 26.80 -21.37  0.04
C: 8.97 18.90 -19.42  -0.06
C: 8.73 20.39 -19.48  -0.44
C: 7.88 20.76 -20.70  -0.21
O: 8.51 20.26 -21.87  -0.21
C: 7.72 20.45 -23.03  -0.10
N: 8.06 20.83 -18.24  0.04
H: 9.29 18.58 -20.41  0.07
H: 8.05 18.38 -19.15  0.08
H: 9.75 18.63 -18.71  0.08
H: 9.65 20.98 -19.53  0.14
H: 7.95 21.86 -20.79  0.10
H: 6.83 20.48 -20.60  0.13
H: 6.71 20.09 -22.82  0.09
H: 8.14 19.88 -23.86  0.09
H: 7.64 21.52 -23.26  0.05
H: 7.22 20.28 -18.09  0.07
H: 7.71 21.78 -18.39  0.05
C: 14.32 16.58 -24.83  -0.06
C: 14.17 18.09 -24.97  -0.44
C: 14.20 18.84 -23.64  -0.21
O: 13.22 18.27 -22.79  -0.18
C: 12.86 19.11 -21.73  -0.10
N: 15.32 18.56 -25.76  0.03
H: 14.23 16.13 -25.82  0.08
H: 13.55 16.14 -24.20  0.06
H: 15.29 16.37 -24.39  0.09
H: 13.24 18.36 -25.48  0.10
H: 13.91 19.87 -23.89  0.11
H: 15.21 18.81 -23.21  0.14
H: 13.61 19.08 -20.93  0.09
H: 11.92 18.77 -21.30  0.08
H: 12.76 20.16 -22.04  0.07
H: 15.64 19.50 -25.59  0.07
H: 15.21 18.41 -26.75  0.07
C: 10.67 14.26 -23.70  -0.07
C: 10.09 14.72 -25.03  -0.42
C: 10.66 16.05 -25.43  -0.18
O: 10.12 16.40 -26.73  -0.20
C: 10.71 17.53 -27.30  -0.13
N: 10.43 13.68 -26.04  0.04
H: 10.30 14.91 -22.90  0.08
H: 11.76 14.29 -23.65  0.07
H: 10.30 13.26 -23.48  0.08
H: 9.00 14.76 -24.93  0.14
H: 11.75 16.01 -25.53  0.10
H: 10.35 16.89 -24.79  0.13
H: 10.43 17.50 -28.36  0.09
H: 11.80 17.55 -27.25  0.08
H: 10.28 18.49 -26.97  0.08
H: 11.39 13.39 -25.85  0.07
H: 10.55 14.16 -26.93  0.06
C: 6.18 30.35 -27.65  -0.05
C: 6.13 28.94 -27.03  -0.44
C: 7.15 28.03 -27.65  -0.22
O: 6.97 26.73 -27.12  -0.21
C: 7.80 25.75 -27.72  -0.10
N: 6.42 29.02 -25.59  0.04
H: 5.18 30.75 -27.80  0.07
H: 6.70 30.33 -28.61  0.07
H: 6.79 31.02 -27.04  0.08
H: 5.12 28.57 -27.23  0.13
H: 8.15 28.38 -27.34  0.13
H: 7.13 28.03 -28.75  0.13
H: 7.97 24.94 -27.02  0.07
H: 8.77 26.20 -27.97  0.09
H: 7.38 25.43 -28.67  0.09
H: 5.65 29.50 -25.14  0.08
H: 6.44 28.06 -25.25  0.06
C: 10.54 24.44 -24.81  -0.07
C: 10.14 23.13 -24.16  -0.42
C: 11.26 22.18 -23.81  -0.21
O: 12.10 21.83 -24.90  -0.20
C: 11.55 20.82 -25.72  -0.11
N: 9.43 23.55 -22.90  0.07
H: 9.65 25.01 -25.07  0.06
H: 11.10 24.22 -25.73  0.08
H: 11.19 25.06 -24.20  0.06
H: 9.51 22.61 -24.91  0.12
H: 10.84 21.28 -23.33  0.12
H: 11.93 22.62 -23.07  0.13
H: 11.48 19.88 -25.17  0.08
H: 12.22 20.63 -26.56  0.09
H: 10.55 21.12 -26.07  0.08
H: 8.49 23.66 -23.29  0.03
H: 9.43 22.72 -22.31  0.05
C: 6.10 23.09 -25.22  -0.06
C: 5.44 24.19 -24.39  -0.41
C: 3.93 23.97 -24.25  -0.23
O: 3.28 23.65 -25.44  -0.17
C: 2.86 24.79 -26.17  -0.10
N: 6.13 24.07 -23.07  0.04
H: 5.85 23.07 -26.28  0.08
H: 5.63 22.19 -24.78  0.08
H: 7.16 22.99 -25.03  0.04
H: 5.66 25.17 -24.83  0.13
H: 3.53 24.85 -23.72  0.13
H: 3.80 23.11 -23.58  0.13
H: 2.20 24.46 -26.97  0.09
H: 3.69 25.31 -26.64  0.08
H: 2.32 25.49 -25.53  0.09
H: 5.68 23.25 -22.67  0.07
H: 5.85 24.86 -22.49  0.07

2.
The following is a DFT calculation (wB97M-V/def2-TZVPD) of a 9-piece molecular cluster, C36H99N9O9 overall in a non-equilibrium geometry.

Calculated values
energy = -70769.2289 eV
F_max = 3.63 eV Å⁻¹
SMILES string = COC[C@H](C)N.COC[C@H](C)N.COC[C@H](C)N.COC[C@H](C)N.COC[C@H](C)N.COC[C@H](C)N.COC[C@H](C)N.COC[C@H](C)N.COC[C@H](C)N
spin multiplicity = 1
HOMO energy = -8.3 eV
relative energy (zero: lowest compared OMol25 entry of this formula, charge and spin) = 3.081 eV

Each line ends with the Löwdin charge.
Positions of all 153 atoms, in Å:
C: 1.69 6.17 -3.37  -0.08
C: 0.61 6.16 -2.34  -0.42
C: 0.38 4.67 -1.85  -0.20
O: 0.12 3.80 -2.95  -0.21
C: -0.36 2.55 -2.50  -0.14
N: 0.88 7.01 -1.17  0.04
H: 1.55 5.41 -4.15  0.08
H: 2.66 5.88 -2.92  0.07
H: 1.82 7.15 -3.83  0.08
H: -0.36 6.43 -2.79  0.14
H: -0.51 4.58 -1.16  0.13
H: 1.25 4.31 -1.31  0.10
H: 0.32 1.93 -1.87  0.06
H: -0.69 1.94 -3.41  0.10
H: -1.36 2.63 -1.93  0.09
H: 0.90 6.54 -0.27  0.05
H: 0.07 7.59 -1.01  0.06
C: -0.28 -6.68 1.48  -0.05
C: -0.64 -5.28 1.98  -0.42
C: -2.12 -5.22 2.52  -0.20
O: -2.25 -3.89 2.96  -0.23
C: -3.30 -3.63 3.84  -0.11
N: 0.26 -4.79 3.00  0.05
H: -0.79 -7.42 2.06  0.06
H: 0.79 -6.89 1.46  0.08
H: -0.60 -6.83 0.46  0.07
H: -0.70 -4.57 1.17  0.11
H: -2.29 -5.96 3.38  0.14
H: -2.84 -5.47 1.76  0.11
H: -3.23 -2.59 4.16  0.07
H: -3.10 -4.18 4.78  0.09
H: -4.30 -3.86 3.38  0.11
H: -0.23 -4.02 3.43  0.07
H: 0.35 -5.50 3.72  0.09
C: -2.83 7.64 3.54  -0.08
C: -1.85 6.46 3.56  -0.39
C: -2.39 5.18 4.29  -0.26
O: -1.65 4.09 3.99  -0.20
C: -2.13 2.81 4.35  -0.06
N: -1.51 6.06 2.15  0.04
H: -3.78 7.31 3.06  0.08
H: -2.41 8.45 2.94  0.07
H: -3.06 8.01 4.54  0.07
H: -0.92 6.80 4.03  0.13
H: -3.55 5.02 4.02  0.16
H: -2.47 5.41 5.34  0.11
H: -1.35 2.10 4.09  0.06
H: -3.06 2.55 3.83  0.08
H: -2.27 2.78 5.42  0.09
H: -0.78 5.38 2.20  0.04
H: -2.28 5.56 1.74  0.04
C: -5.72 3.66 -0.16  -0.07
C: -5.13 2.93 1.03  -0.40
C: -5.42 1.38 0.98  -0.15
O: -4.77 0.71 2.09  -0.20
C: -5.05 -0.62 2.19  -0.14
N: -3.69 3.20 1.05  0.07
H: -5.19 3.37 -1.11  0.09
H: -5.66 4.72 0.00  0.07
H: -6.73 3.42 -0.43  0.07
H: -5.52 3.28 1.97  0.13
H: -5.00 0.98 0.06  0.09
H: -6.48 1.20 1.02  0.12
H: -6.11 -0.75 2.24  0.08
H: -4.56 -0.98 3.12  0.08
H: -4.63 -1.16 1.30  0.09
H: -3.23 2.67 1.71  0.01
H: -3.32 2.89 0.13  0.08
C: 5.43 -4.01 -3.18  -0.08
C: 4.42 -4.26 -4.22  -0.45
C: 3.30 -5.26 -3.76  -0.22
O: 3.83 -6.39 -3.11  -0.17
C: 3.01 -6.82 -2.02  -0.10
N: 3.78 -3.09 -4.80  0.03
H: 6.17 -3.17 -3.18  0.09
H: 6.09 -4.85 -3.05  0.07
H: 4.92 -3.80 -2.22  0.06
H: 4.97 -4.75 -5.08  0.15
H: 2.71 -5.54 -4.70  0.13
H: 2.55 -4.65 -3.23  0.11
H: 3.14 -6.35 -1.07  0.06
H: 3.33 -7.88 -1.92  0.10
H: 1.98 -6.92 -2.22  0.06
H: 4.38 -2.71 -5.52  0.06
H: 3.31 -2.36 -4.25  0.05
C: -3.47 -0.98 -1.19  -0.06
C: -2.64 -2.26 -1.15  -0.42
C: -3.39 -3.44 -1.67  -0.22
O: -4.29 -3.91 -0.70  -0.21
C: -5.09 -5.06 -0.82  -0.11
N: -1.44 -2.00 -1.98  0.05
H: -3.31 -0.20 -0.44  0.06
H: -4.49 -1.27 -1.13  0.06
H: -3.35 -0.47 -2.17  0.09
H: -2.35 -2.51 -0.11  0.14
H: -2.60 -4.18 -1.88  0.12
H: -3.96 -3.30 -2.60  0.14
H: -4.42 -5.93 -0.90  0.09
H: -5.82 -4.97 -1.66  0.10
H: -5.66 -5.18 0.07  0.07
H: -1.00 -2.92 -2.13  0.07
H: -1.65 -1.58 -2.87  0.07
C: 2.49 0.89 -4.66  -0.06
C: 3.56 0.95 -3.60  -0.45
C: 3.48 2.21 -2.76  -0.20
O: 4.77 2.50 -2.25  -0.19
C: 4.79 3.38 -1.14  -0.10
N: 3.44 -0.26 -2.84  0.07
H: 2.28 1.80 -5.25  0.09
H: 1.59 0.69 -4.12  0.05
H: 2.73 0.05 -5.33  0.08
H: 4.52 1.02 -4.11  0.14
H: 2.77 2.10 -1.94  0.11
H: 3.14 3.04 -3.38  0.12
H: 4.31 4.34 -1.51  0.10
H: 5.82 3.59 -0.96  0.08
H: 4.37 2.94 -0.25  0.06
H: 2.54 -0.16 -2.37  0.07
H: 4.16 -0.32 -2.16  0.05
C: 1.57 -3.15 -0.32  -0.05
C: 3.00 -3.41 0.31  -0.39
C: 3.50 -2.13 1.01  -0.21
O: 3.89 -1.11 0.07  -0.21
C: 4.66 -0.14 0.79  -0.11
N: 2.95 -4.50 1.31  0.03
H: 1.08 -4.12 -0.36  0.05
H: 1.52 -2.62 -1.27  0.07
H: 0.97 -2.59 0.43  0.07
H: 3.69 -3.71 -0.46  0.10
H: 4.41 -2.39 1.58  0.12
H: 2.74 -1.81 1.70  0.10
H: 4.79 0.73 0.15  0.06
H: 5.71 -0.52 1.17  0.13
H: 4.18 0.23 1.71  0.07
H: 3.78 -4.56 1.94  0.09
H: 2.12 -4.31 1.90  0.04
C: 0.15 -0.10 2.52  -0.03
C: 0.36 0.76 1.27  -0.43
C: 1.39 1.79 1.50  -0.25
O: 1.05 2.54 2.64  -0.19
C: 1.96 3.64 2.78  -0.08
N: 0.63 0.12 -0.03  0.07
H: 1.08 -0.50 2.91  0.07
H: -0.56 -0.92 2.40  0.07
H: -0.22 0.67 3.21  0.05
H: -0.63 1.31 1.03  0.16
H: 1.43 2.36 0.59  0.10
H: 2.42 1.30 1.67  0.13
H: 1.88 4.32 1.92  0.08
H: 3.02 3.28 2.75  0.09
H: 1.66 4.19 3.70  0.10
H: -0.09 -0.57 -0.07  0.03
H: 1.53 -0.36 0.07  0.05

3.
The following is a DFT calculation (wB97M-V/def2-TZVPD) of a 12-piece molecular cluster, C37H103N5O16 overall in a non-equilibrium geometry.

Calculated values
energy = -80243.6876 eV
F_max = 3.30 eV Å⁻¹
SMILES string = COC[C@H](C)N.COC[C@H](C)N.COC[C@H](C)N.COC[C@H](C)N.COC[C@H](C)N.CC(C)O.CC(C)O.CC(C)O.OCCO.OCCO.OCCO.OCCO
spin multiplicity = 1
HOMO energy = -8.8 eV
relative energy (zero: lowest compared OMol25 entry of this formula, charge and spin) = 0.000 eV

Each line ends with the Löwdin charge.
Positions of all 161 atoms, in Å:
C: -0.85 -5.51 3.54  -0.05
C: -0.20 -4.29 4.21  -0.48
C: -0.18 -2.97 3.38  -0.04
O: -0.87 -4.11 5.42  -0.05
H: -0.91 -6.37 4.21  0.08
H: -0.19 -5.72 2.70  0.06
H: -1.88 -5.42 3.18  0.08
H: 0.82 -4.50 4.51  0.14
H: 0.22 -3.05 2.37  0.06
H: 0.44 -2.23 3.87  0.07
H: -1.15 -2.48 3.27  0.06
H: -1.78 -4.38 5.27  0.08
C: 1.02 5.07 -1.95  -0.05
C: 2.39 4.54 -1.71  -0.51
C: 3.16 5.40 -0.68  -0.03
O: 2.31 3.29 -1.15  -0.07
H: 0.32 5.26 -1.14  0.08
H: 0.55 4.35 -2.63  0.05
H: 0.99 5.97 -2.56  0.09
H: 2.93 4.56 -2.66  0.14
H: 3.10 6.46 -0.91  0.08
H: 4.24 5.23 -0.61  0.07
H: 2.77 5.18 0.31  0.07
H: 1.63 2.86 -1.67  0.02
C: -5.25 -1.69 1.63  -0.04
C: -6.31 -0.91 0.90  -0.45
C: -5.98 0.62 0.88  -0.03
O: -6.34 -1.18 -0.48  -0.07
H: -5.24 -1.42 2.69  0.08
H: -4.24 -1.45 1.31  0.07
H: -5.35 -2.77 1.56  0.09
H: -7.33 -1.03 1.25  0.14
H: -6.06 1.02 1.89  0.08
H: -6.73 1.07 0.23  0.07
H: -5.03 0.81 0.38  0.07
H: -7.22 -1.10 -0.85  0.12
C: -1.87 0.86 3.91  -0.22
C: -2.44 0.07 5.10  -0.22
O: -3.50 0.85 5.67  -0.06
O: -2.95 0.98 3.03  -0.08
H: -1.08 0.26 3.46  0.12
H: -1.46 1.80 4.28  0.12
H: -1.58 0.06 5.76  0.12
H: -2.76 -0.94 4.83  0.12
H: -3.82 0.34 6.42  0.09
H: -3.66 0.94 3.68  0.08
C: -2.65 0.09 -3.04  -0.21
C: -3.87 -0.84 -2.67  -0.19
O: -3.79 -1.36 -1.33  -0.09
O: -2.68 1.23 -2.22  -0.09
H: -2.60 0.40 -4.08  0.13
H: -1.73 -0.45 -2.81  0.10
H: -3.95 -1.66 -3.39  0.10
H: -4.75 -0.23 -2.89  0.11
H: -4.66 -1.34 -0.93  0.02
H: -2.57 0.88 -1.33  0.04
C: 6.11 0.74 0.32  -0.23
C: 4.77 1.35 0.00  -0.25
O: 4.72 2.76 0.04  -0.08
O: 6.12 -0.65 0.24  -0.09
H: 6.40 0.92 1.35  0.12
H: 6.84 1.17 -0.37  0.13
H: 3.93 0.96 0.58  0.09
H: 4.54 1.18 -1.05  0.12
H: 3.93 3.02 -0.43  0.02
H: 6.97 -1.07 0.41  0.10
C: -0.74 1.23 0.49  -0.23
C: 0.41 0.22 0.18  -0.20
O: 0.09 -0.44 -1.02  -0.11
O: -1.98 0.60 0.58  -0.07
H: -0.77 1.95 -0.32  0.11
H: -0.49 1.83 1.37  0.10
H: 0.50 -0.50 0.99  0.11
H: 1.36 0.75 0.03  0.11
H: -0.64 -1.02 -0.79  0.03
H: -2.36 0.84 1.43  0.03
C: 1.50 3.96 2.71  -0.07
C: 1.63 3.11 3.96  -0.39
C: 2.65 1.91 3.84  -0.18
O: 1.97 0.75 3.42  -0.20
C: 2.77 -0.39 3.10  -0.09
N: 1.99 3.96 5.15  0.03
H: 1.19 3.34 1.87  0.07
H: 2.49 4.40 2.59  0.08
H: 0.83 4.80 2.82  0.07
H: 0.64 2.65 4.08  0.10
H: 3.11 1.77 4.82  0.11
H: 3.49 2.20 3.22  0.12
H: 3.43 -0.11 2.28  0.06
H: 2.29 -1.27 2.68  0.06
H: 3.39 -0.66 3.95  0.09
H: 1.62 3.58 6.01  0.06
H: 1.51 4.85 5.09  0.05
C: -5.89 3.21 -1.89  -0.05
C: -4.75 4.21 -1.68  -0.47
C: -4.04 3.98 -0.38  -0.22
O: -2.81 4.72 -0.36  -0.19
C: -2.10 4.56 0.93  -0.04
N: -3.84 4.05 -2.74  0.05
H: -6.37 3.36 -2.86  0.08
H: -6.69 3.20 -1.15  0.07
H: -5.50 2.19 -1.92  0.06
H: -5.11 5.24 -1.69  0.14
H: -3.80 2.92 -0.28  0.11
H: -4.75 4.17 0.42  0.13
H: -2.13 3.58 1.40  0.07
H: -2.61 5.32 1.53  0.09
H: -1.04 4.80 0.83  0.06
H: -3.54 3.10 -2.63  0.04
H: -3.04 4.52 -2.34  0.06
C: 0.63 2.50 -5.02  -0.03
C: 0.98 1.41 -3.97  -0.39
C: 2.53 1.00 -4.01  -0.16
O: 3.03 0.67 -5.30  -0.18
C: 2.49 -0.51 -5.87  -0.11
N: 0.52 1.83 -2.69  0.06
H: -0.43 2.73 -5.09  0.08
H: 0.97 2.29 -6.04  0.07
H: 1.10 3.43 -4.72  0.07
H: 0.52 0.45 -4.19  0.12
H: 2.66 0.19 -3.30  0.11
H: 3.20 1.82 -3.75  0.12
H: 1.55 -0.22 -6.35  0.08
H: 2.31 -1.33 -5.18  0.08
H: 3.10 -1.00 -6.63  0.08
H: -0.45 2.06 -2.81  0.08
H: 0.59 1.03 -2.08  0.05
C: -1.60 -4.19 -2.52  -0.02
C: -1.15 -4.20 -1.02  -0.38
C: 0.27 -4.65 -0.94  -0.22
O: 0.47 -5.93 -1.56  -0.18
C: -0.14 -6.97 -0.83  -0.11
N: -1.36 -2.84 -0.39  0.08
H: -2.63 -3.84 -2.55  0.06
H: -1.62 -5.23 -2.84  0.07
H: -0.99 -3.58 -3.19  0.09
H: -1.71 -4.93 -0.43  0.12
H: 0.61 -4.62 0.09  0.11
H: 0.89 -3.95 -1.51  0.12
H: 0.03 -6.89 0.24  0.08
H: 0.23 -7.92 -1.22  0.09
H: -1.21 -6.86 -0.98  0.08
H: -1.52 -2.95 0.60  0.06
H: -2.24 -2.44 -0.70  0.03
C: 3.26 -2.00 -1.11  -0.04
C: 3.66 -3.27 -0.28  -0.37
C: 4.61 -4.26 -1.03  -0.18
O: 5.74 -3.62 -1.64  -0.21
C: 6.79 -4.57 -1.98  -0.09
N: 4.35 -2.80 0.92  0.05
H: 2.57 -2.30 -1.89  0.06
H: 4.13 -1.48 -1.52  0.07
H: 2.76 -1.23 -0.53  0.05
H: 2.76 -3.82 0.01  0.10
H: 4.07 -4.64 -1.89  0.12
H: 4.97 -5.01 -0.33  0.11
H: 6.33 -5.50 -2.31  0.08
H: 7.31 -4.81 -1.04  0.08
H: 7.52 -4.16 -2.67  0.09
H: 5.02 -2.12 0.59  0.02
H: 4.96 -3.57 1.17  0.06